Formula: C36H37NP2Ti
Source: the OMol25 dataset
Level of theory: wB97M-V/def2-TZVPD

The orbital gap (alpha / beta) comes out at 5.62 / 6.19 eV. The spin multiplicity is 3. As for the net charge: 0. As for the expectation value of S²: 2.0173.

Positions of all 77 atoms, in Å:
Ti (0.7591, -0.2651, 0.7237)
C (-1.2510, 0.1288, 5.2992)
C (-2.3506, 0.0131, 4.5878)
C (-3.2106, 1.0127, 3.9688)
C (-2.4718, 1.5347, 2.7156)
C (-1.2298, 2.2953, 2.9435)
C (-0.5964, 2.6063, 4.1084)
C (-1.1934, 2.6723, 5.4411)
C (-0.8811, 1.3504, 6.1436)
C (2.5925, -1.2231, 1.1087)
H (-1.0189, -0.7895, 5.8746)
H (-2.8814, -0.9558, 4.6204)
H (-3.5246, 1.8260, 4.6398)
H (-4.1506, 0.5668, 3.5997)
H (-2.1293, 0.6468, 2.1182)
H (-3.1047, 2.1098, 2.0317)
H (-0.6179, 2.4758, 2.0487)
H (0.5090, 2.7564, 4.1098)
H (-2.2607, 2.8769, 5.3118)
H (-0.7037, 3.5043, 5.9740)
H (0.1719, 1.2898, 6.3972)
H (-1.3672, 1.3863, 7.1118)
H (2.9070, -1.3041, 2.1558)
H (3.1462, -0.4167, 0.6151)
H (2.6588, -2.1337, 0.4993)
P (-0.2692, -1.5879, -2.0003)
P (1.2149, 0.5518, -1.4525)
C (-1.1786, -0.0901, -2.3242)
C (-0.3941, 0.9949, -2.1338)
C (-0.2561, -2.6029, -3.4364)
C (-1.2469, -2.3596, -4.3933)
C (-1.8555, -3.4589, -4.9789)
C (-1.3202, -4.7319, -4.7444)
C (-0.0868, -4.8999, -4.0899)
C (0.4869, -3.8025, -3.4566)
C (-1.1281, -2.3687, -0.6937)
C (-0.8704, -1.7348, 0.5588)
C (-1.5851, -2.1820, 1.6578)
C (-2.6232, -3.1242, 1.4539)
C (-2.8002, -3.7842, 0.2250)
C (-1.9847, -3.4602, -0.8749)
C (2.2941, 0.5754, -2.8836)
C (2.1275, -0.3247, -3.9604)
C (2.3370, 0.1117, -5.2614)
C (2.8510, 1.3924, -5.4865)
C (3.2686, 2.1635, -4.3959)
C (3.0439, 1.7403, -3.0949)
C (1.5170, 1.8747, -0.1143)
C (2.8933, 2.0511, 0.2239)
C (3.3361, 3.2981, 0.6385)
C (2.4990, 4.4182, 0.5757)
C (1.1712, 4.2762, 0.1457)
C (0.6737, 3.0235, -0.1994)
H (-2.1994, -0.1342, -2.7100)
H (-0.6054, 2.0183, -2.4488)
H (-1.5383, -1.3388, -4.6018)
H (-2.7368, -3.3100, -5.6034)
H (-1.8536, -5.6160, -5.1106)
H (0.4024, -5.8754, -4.0259)
H (1.4362, -3.8591, -2.9284)
H (0.9469, -1.1097, -0.6919)
H (-1.3563, -1.7892, 2.6348)
H (-3.3183, -3.2948, 2.2839)
H (-3.5672, -4.5660, 0.1376)
H (-2.0061, -4.0495, -1.8065)
H (1.7506, -1.3354, -3.7875)
H (2.0601, -0.5512, -6.0861)
H (2.9512, 1.7613, -6.5054)
H (3.7745, 3.1146, -4.5443)
H (3.4044, 2.3119, -2.2421)
H (3.5998, 1.2333, 0.0614)
H (4.3509, 3.4096, 1.0160)
H (2.8644, 5.4001, 0.8894)
H (0.5201, 5.1550, 0.1319)
H (-0.3413, 2.8710, -0.5855)
N (0.7602, -0.3141, 4.0375)
C (0.7852, -0.0556, 2.8337)

Cartesian forces, eV/Å:
Ti 0.004 0.421 2.355
C -1.289 -0.351 3.868
C -1.621 -1.790 0.803
C -0.710 1.411 -1.581
C -0.429 0.053 -0.588
C 2.251 0.817 1.376
C 0.288 0.290 -2.458
C 0.164 -0.035 0.374
C 0.439 0.247 -0.934
C -0.131 -0.053 -0.630
H 0.442 0.430 -0.870
H 0.967 -0.003 -0.479
H 0.095 -0.224 -0.321
H 0.373 -0.044 0.256
H -0.427 0.430 0.429
H -0.354 -0.092 0.071
H -0.162 -0.434 0.203
H -0.923 0.283 -0.438
H 0.380 0.011 0.645
H -0.438 -0.177 0.023
H 0.419 0.164 -0.202
H -0.502 -0.680 0.195
H -0.169 -0.295 -0.423
H 0.528 -0.454 0.080
H 0.484 0.027 0.335
P 1.405 -0.824 0.103
P 0.277 0.375 2.343
C 0.278 0.822 -0.565
C -0.505 -0.668 -0.825
C -0.366 -0.220 -1.020
C -0.129 -0.929 0.126
C 0.374 -0.098 -0.404
C 0.041 -0.522 -0.161
C -0.261 0.212 -0.317
C -0.828 0.326 0.266
C -0.844 -1.042 0.697
C 0.442 0.030 -1.082
C -0.994 -0.776 -0.799
C 0.110 0.291 0.126
C 0.132 -0.039 0.212
C -0.311 0.094 0.775
C 0.856 0.307 -0.465
C -0.580 0.166 0.433
C 0.329 0.098 0.015
C -0.022 -0.118 0.189
C 0.419 -0.036 -0.356
C -0.401 -0.120 -0.238
C 1.147 1.700 -2.725
C -0.998 0.159 -0.190
C 0.170 0.371 0.299
C -0.310 -0.540 0.194
C -0.272 0.113 0.344
C 0.659 -0.399 0.346
H 0.173 0.458 0.173
H -0.315 -0.228 0.278
H -0.485 -0.088 0.244
H 0.246 -0.224 0.095
H 0.282 0.373 0.016
H -0.266 0.315 -0.145
H -0.336 -0.170 0.274
H 0.421 -0.737 -1.527
H -0.198 0.083 0.266
H 0.318 -0.322 -0.307
H 0.377 0.369 0.043
H -0.191 0.514 0.432
H -0.071 0.576 -0.084
H 0.268 0.262 0.232
H 0.048 -0.013 0.249
H -0.070 -0.172 -0.125
H -0.370 0.192 -0.256
H -0.247 0.324 0.356
H -0.121 0.023 -0.254
H -0.092 -0.378 -0.175
H 0.222 -0.324 -0.137
H 0.396 0.399 0.413
N 0.975 1.411 -7.001
C -0.467 -1.327 7.529

***

Formula: C36H38AsCeClN2OPS4
Source: the OMol25 dataset
Level of theory: wB97M-V/def2-TZVPD

The orbital gap (alpha / beta) comes out at 6.36 / 6.36 eV. As for the net charge: +1.

Positions of all 85 atoms, in Å:
Ce (1.4039, 0.7340, -0.0950)
C (3.7256, -3.8377, -0.3341)
C (4.3565, -2.4536, -0.1964)
C (4.7495, -1.8183, -1.4936)
C (3.5905, -1.5505, 0.6941)
C (2.4552, -1.8668, 1.4594)
C (1.8374, -1.0426, 2.3684)
C (2.5502, 0.2078, 2.7006)
C (2.0699, 1.2018, 3.7314)
C (3.6025, 0.5833, 1.9032)
C (4.0981, -0.2496, 0.9039)
H (4.4425, -4.5150, -0.9220)
H (2.7877, -3.7284, -0.8523)
H (3.6389, -4.2692, 0.6531)
H (5.2807, -2.5571, 0.4243)
H (3.9635, -1.7590, -2.1840)
H (5.5366, -2.5147, -1.9001)
H (5.1419, -0.8053, -1.2842)
H (1.9682, -2.8265, 1.2501)
H (0.9237, -1.2415, 2.8714)
H (1.2863, 1.8554, 3.3542)
H (2.8591, 1.7479, 4.2195)
H (1.5003, 0.6672, 4.5807)
H (4.1503, 1.5210, 2.0435)
H (4.9491, 0.1945, 0.3756)
C (-0.1103, -3.0363, -2.1709)
C (0.6342, -1.7718, -2.4275)
O (1.3616, -1.2793, -1.4760)
N (0.5868, -1.1750, -3.6545)
C (1.3772, -0.0767, -4.1146)
C (0.5988, 0.8669, -4.9538)
C (1.0691, 2.1538, -5.1310)
C (0.1526, 2.9903, -5.8527)
C (-1.1137, 2.4880, -6.2124)
C (-1.3800, 1.1119, -5.9777)
N (-0.5552, 0.3257, -5.3973)
H (0.6592, -3.7945, -1.8160)
H (-0.6529, -3.4238, -3.0938)
H (-0.7328, -2.9635, -1.2870)
H (-0.1212, -1.5859, -4.2923)
H (2.2014, -0.3774, -4.7829)
H (1.8249, 0.4031, -3.2480)
H (2.0721, 2.5267, -4.8450)
H (0.4310, 3.9466, -6.1605)
H (-1.7770, 3.0968, -6.7961)
H (-2.3027, 0.6243, -6.2553)
S (1.9829, 5.3200, -1.8174)
As (1.8210, 3.4124, -1.2302)
S (0.0065, 2.3590, -1.8328)
S (3.3369, 1.8670, -1.5194)
S (1.6377, 3.1021, 0.9955)
Cl (-1.8398, -0.2788, -1.4796)
C (-2.6923, -1.3479, -0.3873)
C (-3.2974, -2.5139, -0.7980)
C (-3.9713, -3.3352, 0.1520)
C (-3.9501, -2.9976, 1.4956)
C (-3.3217, -1.8085, 1.8906)
C (-2.7137, -0.9366, 0.9637)
P (-1.6397, 0.4974, 1.4252)
C (-1.3206, 0.3193, 3.2203)
C (-1.2684, -0.8502, 3.9826)
C (-1.1399, -0.7878, 5.3712)
C (-1.0570, 0.4265, 6.0156)
C (-1.0120, 1.6106, 5.2734)
C (-1.1318, 1.5752, 3.8759)
C (-2.8938, 1.8039, 1.2872)
C (-4.0265, 1.7595, 2.0698)
C (-5.0330, 2.7308, 1.8548)
C (-4.9045, 3.7054, 0.8790)
C (-3.7803, 3.7191, 0.0849)
C (-2.8115, 2.7531, 0.2975)
H (-3.1895, -2.8305, -1.8457)
H (-4.4936, -4.2491, -0.1785)
H (-4.5327, -3.6080, 2.2264)
H (-3.1990, -1.5201, 2.9408)
H (-1.3197, -1.8167, 3.5574)
H (-1.0728, -1.7222, 5.8797)
H (-0.9294, 0.4317, 7.1095)
H (-0.8564, 2.6341, 5.6087)
H (-1.0489, 2.4358, 3.2908)
H (-4.2278, 1.1191, 2.9002)
H (-5.9124, 2.6546, 2.5354)
H (-5.6335, 4.4922, 0.6044)
H (-3.6794, 4.4561, -0.6925)
H (-1.9757, 2.6911, -0.3333)

Cartesian forces, eV/Å:
Ce -0.307 -0.308 -0.164
C 2.025 -0.314 -0.790
C 0.329 -0.898 1.150
C 2.322 -0.489 0.456
C -0.220 2.156 0.822
C -0.812 -1.533 -1.182
C 2.438 3.180 0.486
C -2.074 -0.473 -0.039
C -1.740 -1.933 1.765
C 0.912 0.031 -0.210
C 0.204 -0.055 -0.091
H -1.201 0.949 0.692
H -0.475 -0.345 -0.126
H -0.419 -0.319 0.132
H -0.259 -0.246 -0.621
H -1.277 0.122 -0.963
H -0.549 1.143 -0.003
H 0.085 -0.659 -0.648
H 0.206 0.285 0.105
H -0.456 -0.492 0.371
H 0.395 0.272 -0.254
H 0.377 0.315 -0.213
H 0.984 0.519 -1.193
H -0.535 -0.239 0.173
H -0.313 -0.693 -0.015
C 0.678 -1.431 -0.729
C 1.279 2.146 -0.699
O -1.052 -0.069 -0.883
N -1.003 -2.965 1.708
C 1.275 0.068 -0.185
C -0.076 -0.178 0.946
C -1.538 0.929 -1.597
C -0.462 -2.577 0.641
C 1.428 -0.739 0.143
C -1.487 2.261 -1.172
N 1.997 -0.348 1.324
H -0.721 0.744 -0.837
H 0.610 0.461 1.391
H -0.415 0.321 -0.142
H 0.852 0.745 0.339
H 0.022 -0.607 0.506
H 0.009 0.177 -0.115
H -0.837 -0.489 0.047
H 0.356 1.530 -0.202
H -0.346 0.122 0.042
H -0.335 0.365 -0.374
S 0.338 0.831 -0.396
As -0.526 0.195 0.436
S 0.401 -0.832 0.288
S 0.286 -0.422 -0.203
S -0.182 -0.405 -0.081
Cl -0.445 -0.403 -0.413
C -0.107 0.528 1.036
C -0.325 -0.913 -0.096
C 0.408 0.191 -0.778
C -0.816 0.255 0.383
C 0.516 0.642 -0.067
C 0.625 -1.354 0.142
P 0.299 -0.607 -0.062
C -0.417 1.171 0.466
C 0.145 1.162 0.471
C 0.109 0.279 -0.994
C 0.471 0.635 0.930
C -0.037 0.441 -1.547
C -0.345 -3.123 1.209
C -0.027 -0.493 0.444
C -1.587 1.892 -0.028
C -0.389 -0.865 1.152
C -0.589 0.808 -0.608
C 0.277 -0.562 0.241
C 0.012 0.313 -0.242
H -0.353 0.212 0.529
H 0.427 0.611 0.125
H 0.817 0.533 -0.617
H -0.656 -0.364 -0.476
H -0.075 -0.759 -0.594
H -0.059 -0.355 0.599
H -0.181 0.173 -0.618
H -0.057 -0.479 0.901
H -0.095 1.441 -0.677
H 0.372 -0.733 0.245
H 0.656 0.342 -0.804
H 0.062 -0.775 0.843
H 0.153 0.063 -0.170
H 1.021 0.284 -0.757